Molecular formula: C3H8N2OS
Method: DFT, ωB97M-V with the def2-TZVPD basis set

XYZ file:
```
15
Properties=species:S:1:pos:R:3:forces:R:3:mulliken_charge:R:1
N -0.90890 -0.62869 -2.27443 1.055 0.923 0.564 -0.49
C 0.42256 -0.16423 -2.13095 0.374 -1.079 -0.701 0.45
O 1.30542 -0.29560 -2.94815 -0.363 0.203 -0.682 -0.61
N 0.68393 0.39445 -0.91580 -1.475 0.003 1.718 -0.22
C 0.19390 -0.24500 0.32204 0.151 1.342 0.943 -0.81
C -0.01878 0.81714 1.43956 -0.329 0.159 -1.214 -0.45
S -0.66772 0.14165 3.00715 0.534 0.191 0.089 -0.24
H -1.24526 -0.52270 -3.21572 0.083 -0.198 -0.315 0.29
H -1.42679 -0.03627 -1.64610 -0.823 -0.139 -0.066 0.22
H 1.61031 0.74298 -0.80086 0.625 -0.054 -0.347 0.26
H -0.76647 -0.73245 0.24417 0.038 -0.435 -0.652 0.49
H 0.97053 -0.93135 0.64820 -0.187 -0.441 0.217 0.30
H 0.87997 1.44150 1.44516 0.110 -0.300 0.965 0.36
H -0.80478 1.51502 1.14167 0.056 -0.133 -0.353 0.32
H -0.71415 -1.15240 2.67396 0.152 -0.042 -0.163 0.12
```
Forces are in eV/Å.

HOMO   -0.3471 hartree
Net charge   0
Kohn-Sham gap   10.2 eV
ΔE to the lowest compared entry with this formula, charge and spin   57.27 kJ/mol
SMILES   NC(=O)NCCS
Maximum force   2.3 eV/A
E_tot   -702.0557 Ha